[1]
{
  "formula": "C2H3O3S2",
  "method": "the ωB97M-V functional and the def2-TZVPD basis",
  "total_energy_ev": -29934.5319,
  "orbital_gap_ev": 7.78,
  "spin_multiplicity": 1,
  "homo_ev": -4.3,
  "e_lumo_ev": 3.5,
  "total_charge": -1,
  "smiles": "C=[S@](=O)([O-])OC=S",
  "elements": ["C", "C", "O", "O", "O", "S", "S", "H", "H", "H"],
  "coordinates": [[1.76, -0.02, 0.25], [-1.80, 0.58, -0.48], [-1.11, -1.87, -0.66], [0.88, -0.26, -0.65], [-0.63, -0.62, 1.45], [3.00, 1.04, -0.10], [-0.80, -0.68, 0.06], [1.71, -0.18, 1.30], [-1.53, 0.62, -1.43], [-1.48, 1.38, 0.26]],
  "nbo_charge": [0.111, -1.066, -0.954, -0.652, -0.967, -0.294, 2.261, 0.190, 0.179, 0.191]
}


[2]
{
  "formula": "C6H8N2O2",
  "method": "the ωB97M-V functional and the def2-TZVPD basis",
  "total_energy_ev": -13426.1635,
  "orbital_gap_ev": 10.88,
  "spin_multiplicity": 1,
  "homo_ev": -10.4,
  "e_lumo_ev": 0.5,
  "smiles": "O=C=NCCCCN=C=O",
  "elements": ["C", "C", "C", "C", "C", "C", "H", "H", "H", "H", "H", "H", "H", "H", "N", "N", "O", "O"],
  "coordinates": [[0.45, 1.33, -2.80], [1.40, -0.01, -1.21], [1.51, -0.19, 0.31], [0.31, -0.90, 1.04], [-0.99, -0.04, 0.94], [-3.20, -0.10, 1.77], [1.01, -0.89, -1.68], [2.41, 0.12, -1.57], [2.42, -0.77, 0.48], [1.77, 0.68, 0.93], [0.08, -1.90, 0.61], [0.55, -1.10, 2.06], [-1.39, 0.06, -0.12], [-0.79, 1.01, 1.29], [0.53, 1.08, -1.64], [-2.15, -0.61, 1.69], [0.33, 1.71, -3.95], [-4.24, 0.51, 1.83]],
  "nbo_charge": [0.870, -0.222, -0.412, -0.404, -0.211, 0.862, 0.200, 0.203, 0.219, 0.219, 0.205, 0.218, 0.211, 0.202, -0.550, -0.553, -0.521, -0.537]
}


[3]
{
  "formula": "C6H16N3",
  "method": "the ωB97M-V functional and the def2-TZVPD basis",
  "total_energy_ev": -10943.0996,
  "orbital_gap_ev": 9.80,
  "spin_multiplicity": 1,
  "homo_ev": -12.9,
  "e_lumo_ev": -3.1,
  "total_charge": 1,
  "smiles": "CN/[N+](=C\\N)C(C)(C)C",
  "elements": ["C", "C", "C", "C", "C", "C", "N", "N", "N", "H", "H", "H", "H", "H", "H", "H", "H", "H", "H", "H", "H", "H", "H", "H", "H"],
  "coordinates": [[-1.64, 0.45, 0.65], [0.87, -0.96, 1.88], [1.90, -0.53, -0.41], [1.19, 1.39, 0.98], [-0.60, -0.85, -2.32], [0.92, -0.08, 0.65], [-2.85, 0.69, 0.17], [-0.67, 0.07, -0.13], [-0.68, 0.27, -1.47], [-1.34, 0.43, 1.78], [-0.10, -0.78, 2.35], [0.75, -1.99, 1.62], [1.71, -0.80, 2.61], [1.72, -1.37, -1.00], [2.82, -0.56, 0.12], [2.04, 0.31, -1.07], [1.02, 1.82, 0.00], [0.57, 1.95, 1.67], [2.13, 1.41, 1.40], [-0.89, -1.80, -1.83], [-1.41, -0.69, -3.12], [0.42, -1.14, -2.78], [-3.49, 1.06, 0.78], [-1.09, 1.11, -1.76], [-3.31, 0.59, -0.77]],
  "nbo_charge": [0.341, -0.662, -0.661, -0.657, -0.438, 0.280, -0.759, -0.199, -0.480, 0.252, 0.203, 0.235, 0.263, 0.235, 0.246, 0.227, 0.221, 0.222, 0.235, 0.217, 0.223, 0.210, 0.410, 0.389, 0.445]
}


[4]
{
  "formula": "C16H16N5O3Pm",
  "method": "the ωB97M-V functional and the def2-TZVPD basis",
  "total_energy_ev": -46986.9935,
  "orbital_gap_ev": [8.54, 8.62],
  "spin_multiplicity": 5,
  "homo_ev": [-15.4, -15.4],
  "e_lumo_ev": [-6.9, -6.8],
  "total_charge": 2,
  "elements": ["Pm", "O", "C", "O", "C", "C", "C", "C", "C", "N", "H", "H", "H", "H", "N", "C", "O", "C", "C", "C", "N", "C", "C", "H", "H", "H", "H", "H", "H", "C", "N", "C", "C", "N", "C", "H", "H", "H", "H", "H", "H"],
  "coordinates": [[0.43, 0.40, -0.27], [-1.14, 2.07, 3.23], [-0.48, 1.46, 2.43], [-0.95, 1.00, 1.22], [0.92, 1.02, 2.73], [1.37, 1.09, 4.06], [2.73, 0.93, 4.33], [3.56, 0.48, 3.32], [3.09, 0.41, 2.05], [1.80, 0.67, 1.77], [0.64, 1.38, 4.91], [3.18, 1.10, 5.32], [4.65, 0.34, 3.48], [3.75, 0.15, 1.23], [-1.61, -6.72, -0.40], [-2.11, -5.69, -1.25], [-2.90, -5.83, -2.13], [-1.45, -4.37, -1.01], [-1.99, -3.28, -1.77], [-1.49, -2.03, -1.62], [-0.37, -1.76, -0.84], [0.11, -2.84, -0.09], [-0.32, -4.13, -0.22], [-2.25, -7.48, -0.44], [-1.44, -6.41, 0.55], [-2.86, -3.40, -2.44], [-1.96, -1.14, -2.14], [0.97, -2.58, 0.51], [0.09, -4.85, 0.48], [-0.39, 5.85, -1.98], [-0.36, 4.35, -2.05], [-1.04, 3.60, -3.00], [-0.62, 2.30, -2.80], [0.42, 2.26, -1.84], [0.48, 3.53, -1.38], [-1.40, 6.25, -1.62], [-0.22, 6.29, -3.00], [0.38, 6.17, -1.31], [-1.66, 4.06, -3.80], [-0.88, 1.44, -3.44], [1.33, 3.93, -0.79]],
  "lowdin_spin": [4.038, -0.002, 0.001, -0.013, 0.000, 0.000, 0.000, 0.000, 0.000, -0.008, 0.000, 0.000, 0.000, 0.000, 0.000, 0.000, 0.000, 0.000, 0.000, 0.000, -0.010, 0.001, 0.000, 0.000, 0.000, 0.000, 0.000, 0.000, 0.000, 0.000, 0.000, 0.000, 0.000, -0.008, 0.000, 0.000, 0.000, 0.000, 0.000, 0.000, 0.000]
}


Which ΔE to the lowest compared entry with this formula, charge and spin belongs to each record? In order, 3.309; 1.210; 1.749; 0.000 eV.